29
Properties=species:S:1:pos:R:3:forces:R:3:mulliken_spin:R:1 method="wB97M-V/def2-TZVPD" e_above_lowest_ev=0.000 molar_mass_g_mol=273.2 total_energy_ev=-46733.502 e_homo_ev="-18.73 / -18.74" charge=+3 spin_multiplicity=2 orbital_gap_ha="0.2517 / 0.2679" lumo_energy_ev="-11.88 / -11.45"
V -0.486 0.361 0.104 0.00 -0.02 0.11 1.150
N 0.253 1.275 1.937 0.00 0.02 0.00 -0.007
C -0.007 2.735 2.189 0.01 -0.02 0.03 -0.005
C 0.761 3.700 1.252 0.00 0.03 -0.02 0.003
C 0.034 4.187 0.091 0.06 -0.05 -0.06 0.001
O -0.489 4.613 -0.789 -0.05 0.04 0.04 0.000
O -0.387 1.599 -0.806 0.03 0.04 -0.05 -0.145
H -0.133 0.790 2.754 -0.01 -0.02 -0.02 0.003
H 1.257 1.103 2.030 0.00 0.00 -0.02 0.004
H 0.321 2.979 3.199 0.00 -0.02 0.00 0.000
H -1.081 2.913 2.151 0.00 0.02 -0.01 0.000
H 1.704 3.301 0.859 0.00 0.00 0.02 0.000
H 1.020 4.620 1.797 -0.01 0.00 0.00 0.000
N 1.561 -2.854 -1.231 0.00 0.00 0.01 0.002
C 2.731 -2.217 -0.878 0.00 0.00 0.01 -0.001
C 2.373 -1.028 -0.333 0.00 0.00 0.00 0.006
N 0.992 -0.938 -0.345 -0.01 0.01 0.00 -0.025
C 0.538 -2.070 -0.908 0.01 0.00 -0.01 0.010
C -0.899 -2.183 -1.066 -0.01 0.00 -0.01 0.012
N -1.624 -1.142 -0.628 -0.01 -0.03 -0.02 -0.011
C -2.946 -1.418 -0.930 0.00 0.00 0.00 0.004
C -2.999 -2.632 -1.537 0.00 0.00 0.00 -0.001
N -1.701 -3.091 -1.614 0.00 0.00 0.01 0.001
H 1.517 -3.768 -1.664 0.00 0.00 0.00 -0.001
H 3.699 -2.662 -1.044 0.00 0.00 0.00 0.000
H 3.011 -0.251 0.049 0.00 0.00 0.00 0.000
H -3.754 -0.747 -0.696 0.00 0.00 0.00 0.000
H -3.831 -3.202 -1.915 0.00 0.00 0.00 0.000
H -1.434 -3.976 -2.027 0.00 0.00 0.00 0.000